C17H56O15 | ωB97M-V/def2-TZVPD

Cartesian coordinates (Å):
C  1.0186  -4.0357  4.8282
C  0.0835  -2.9450  4.3496
C  0.7926  -1.8401  3.5646
O  -0.8011  -3.6094  3.4108
H  1.5862  -3.7209  5.7078
H  1.7237  -4.3235  4.0505
H  0.4128  -4.8878  5.1380
H  -0.4768  -2.5261  5.1890
H  0.1840  -0.9333  3.5986
H  0.9569  -2.1508  2.5357
H  1.7543  -1.5706  4.0106
H  -1.1555  -2.9504  2.8028
C  4.2062  -2.0807  -3.4390
C  3.0550  -1.2138  -3.9054
C  2.1301  -0.7855  -2.7691
O  3.6061  -0.0742  -4.5694
H  3.8804  -3.1121  -3.3207
H  4.6179  -1.6922  -2.5056
H  5.0039  -2.0151  -4.1794
H  2.4391  -1.7820  -4.6173
H  1.1962  -0.3611  -3.1596
H  2.5614  0.0470  -2.2078
H  1.8731  -1.6145  -2.1091
H  2.9684  0.6439  -4.5094
C  -5.1418  -0.3097  -1.3131
C  -4.6794  0.8496  -2.1661
C  -5.1158  2.1747  -1.5699
O  -3.2696  0.8590  -2.3060
H  -6.2270  -0.4469  -1.2750
H  -4.8567  -0.2481  -0.2576
H  -4.7320  -1.2535  -1.6920
H  -5.1691  0.7784  -3.1464
H  -4.8878  2.2327  -0.4998
H  -6.2058  2.2472  -1.6384
H  -4.7082  3.0635  -2.0509
H  -2.9851  0.0733  -2.7927
O  -2.2591  2.5711  2.8034
C  -1.1703  2.8532  3.6853
C  -0.8607  4.3070  3.7121
O  -1.9537  5.0060  4.2638
H  -2.9525  2.1942  3.3491
H  -1.4144  2.5363  4.7058
H  -0.2720  2.2974  3.3999
H  -0.5952  4.6565  2.7037
H  0.0598  4.4426  4.3024
H  -1.6732  5.8998  4.4764
O  3.1132  0.5439  1.8868
C  3.8927  -0.6387  1.7038
C  4.6739  -0.6537  0.4312
O  5.7141  0.3095  0.3776
H  3.6620  1.2431  2.2544
H  4.5225  -0.8186  2.5801
H  3.1613  -1.4531  1.6981
H  4.0089  -0.5486  -0.4368
H  5.1200  -1.6461  0.3181
H  5.3211  1.1796  0.4988
O  -2.0842  -1.1056  -4.1644
C  -1.6195  -2.2628  -3.4369
C  -0.4428  -2.8991  -4.1370
O  -0.8559  -3.8274  -5.1514
H  -2.4029  -1.4264  -5.0145
H  -1.3153  -1.9045  -2.4540
H  -2.4389  -2.9826  -3.3761
H  0.1880  -3.4377  -3.4136
H  0.2221  -2.1598  -4.5741
H  -1.2809  -4.5624  -4.6997
O  -1.0951  1.9837  -0.8917
C  -1.3023  0.8981  0.0063
C  -0.1200  0.7908  0.9007
O  0.9683  0.2274  0.1926
H  -1.8407  1.9813  -1.5082
H  -2.2530  0.9818  0.5393
H  -1.4009  -0.0201  -0.5942
H  -0.3767  0.2493  1.8218
H  0.1315  1.7944  1.2829
H  1.7251  0.2184  0.7993
O  2.1635  3.6456  1.5532
H  1.7212  3.1844  0.8264
H  1.6661  4.4608  1.6606
O  -2.4315  4.5488  0.4303
H  -3.3064  4.5198  0.0357
H  -2.3298  3.6963  0.8708
O  1.9536  2.4873  -1.3141
H  1.1796  2.9523  -1.6481
H  1.5812  1.6907  -0.9067
O  -0.4911  -2.7327  0.1605
H  0.2695  -2.1414  0.2131
H  -0.1187  -3.6165  0.0904

As for the SMILES: CC(C)O.CC(C)O.CC(C)O.OCCO.OCCO.OCCO.OCCO.O.O.O.O. As for the net charge: 0. As for the lowest unoccupied orbital energy: 0.25 eV. The value obtained for the relative energy (zero: lowest compared OMol25 entry of this formula, charge and spin) is 0.000 eV.

C6H10ClFO3 | ωB97M-V/def2-TZVPD

Cartesian coordinates (Å):
C  -1.1306  -2.2610  -0.2990
C  -0.5758  -0.8453  0.0897
O  0.5378  -0.4099  -0.5629
C  0.6235  1.0444  -0.2973
C  1.5260  1.2570  0.9378
O  2.6020  0.3813  0.7088
C  -0.8011  1.5820  -0.1677
O  -1.0676  2.4639  -1.1550
C  -1.6842  0.2681  -0.0983
F  -2.3226  0.2693  -1.2788
Cl  -2.9141  0.2919  1.1882
H  -0.2577  -3.0308  -0.2470
H  -1.2857  -2.2383  -1.3985
H  -1.8959  -2.6523  0.4252
H  -0.2998  -0.7791  1.1959
H  1.1445  1.4808  -1.2157
H  0.9363  1.0010  1.7676
H  1.9960  2.2543  0.9923
H  2.4969  -0.5727  0.5226
H  -0.7160  2.2046  0.7675
H  -1.9742  2.8843  -1.0965

As for the SMILES: C[C@H]1O[C@H](CO)[C@@H](O)[C@]1(F)Cl. As for the net charge: 0. As for the lowest unoccupied orbital energy: 0.63 eV. The value obtained for the relative energy (zero: lowest compared OMol25 entry of this formula, charge and spin) is 0.795 eV.

Cl3O12 | ωB97M-V/def2-TZVPD

Cartesian coordinates (Å):
Cl  -3.7970  -3.8114  -2.3655
O  -4.6303  -2.8525  -2.9509
O  -2.5306  -2.9978  -2.1967
O  -4.3555  -4.1786  -1.1255
O  -3.5398  -5.0932  -2.9849
Cl  -1.8377  1.4189  2.1815
O  -2.7636  1.8988  3.0423
O  -2.3754  1.2311  0.8187
O  -0.7150  2.3000  2.1675
O  -1.0524  0.3749  2.8718
Cl  5.5273  2.3162  0.0641
O  4.6294  2.9608  1.0754
O  6.5025  3.3863  -0.2875
O  6.1708  1.2059  0.6100
O  4.7674  1.8407  -0.9202

As for the net charge: -3. As for the lowest unoccupied orbital energy: 7.12 eV. The value obtained for the relative energy (zero: lowest compared OMol25 entry of this formula, charge and spin) is 2.214 eV.

What electronic energy values result from the calculations? In sequence: -1809.840582, -1020.340269, -2282.620209 Ha.
What frontier orbital gap values result from the calculations? In sequence: 10.11, 10.62, 7.60 eV.